a.
This record from the OMol25 dataset describes the ion C7H14NO with charge +1. The level of theory is ωB97M-V with the def2-TZVPD basis set.

Each line ends with the Löwdin charge.
Geometry (Å):
O -1.2384 0.0078 0.9620  -0.0891
N -0.8048 1.4496 -0.9270  0.2445
C -1.4908 -1.3455 0.5125  -0.1597
C -1.8835 -1.2953 -0.9973  -0.0541
C 1.0153 0.1955 0.1259  0.0126
C 3.2192 -1.1824 -0.2277  -0.0645
C 0.0830 2.0291 1.4630  0.0303
C 2.0199 -0.3966 -0.0473  -0.0669
C -0.2986 0.8563 0.3897  -0.4864
H -2.7954 -0.5756 -1.0328  0.1334
H -1.1976 0.5689 -1.3472  0.0964
H -1.5756 2.1093 -0.7956  0.1796
H 0.8290 2.7398 0.9544  0.1145
H -1.1643 -1.0497 -1.7669  0.0761
H -0.6297 -1.9130 0.8934  0.1263
H 0.7351 1.5627 2.1591  0.0683
H 3.4445 -1.5288 0.8201  0.1133
H 4.0917 -0.5168 -0.3910  0.1004
H -0.0059 1.6617 -1.6323  0.2252
H -2.2966 -2.2120 -1.1456  0.0478
H 2.9843 -1.9381 -1.0012  0.1022
H -0.6923 2.6329 1.9836  0.0988
H -2.3485 -1.8597 1.0484  0.1510

Values from the calculation:
orbital gap: 10.80 eV
charge: +1
highest occupied orbital energy: -14.0101 eV

=====

b.
This record from the OMol25 dataset describes the ion C7H14NO with charge +1. The level of theory is ωB97M-V with the def2-TZVPD basis set.

Each line ends with the Löwdin charge.
Geometry (Å):
O 1.4621 -0.2901 -0.0590  0.0328
N 2.5077 0.4007 0.2123  0.0495
C -0.9309 -0.6495 -0.4307  -0.0950
C -2.3137 0.8535 1.0551  -0.0572
C 0.2166 1.6908 -0.2646  -0.0130
C 3.5920 -0.4609 0.4773  -0.0788
C -2.2139 -0.0076 -0.3242  -0.1671
C 0.3595 0.2592 -0.3224  -0.1935
C -0.6877 -1.9964 -0.9023  -0.0156
H 4.5167 0.1258 0.0628  0.1352
H -2.5128 0.7615 -1.1175  0.1606
H 1.1709 2.1718 -0.2827  0.0812
H 0.2796 -2.3005 -0.5647  0.0863
H -0.5178 -2.1542 -1.9678  0.1288
H -3.4451 1.0533 1.0634  0.1107
H -2.0738 0.2768 1.9650  0.0916
H -0.1240 1.8828 0.7198  0.0740
H -1.7966 1.7786 1.0536  0.0255
H -1.3986 -2.7555 -0.7581  0.0890
H 3.5840 -1.5374 0.0846  0.1204
H 3.8954 -0.6250 1.5297  0.1024
H -0.5482 2.3588 -0.8925  0.1778
H -3.0214 -0.8366 -0.3374  0.1545

Values from the calculation:
orbital gap (spin up / spin down): 7.90 / 7.59 eV
charge: +1
highest occupied orbital energy (spin up / spin down): -13.7485 / -13.0609 eV

=====

Stability, descending: a, b

=====

a.
This record from the OMol25 dataset describes a cluster of 2 separate species, C11H15N in total. The level of theory is ωB97M-V with the def2-TZVPD basis set.

Each line ends with the Löwdin charge.
Geometry (Å):
N 0.2926 2.5715 0.9568  0.0730
C -0.9437 1.0388 -2.1816  -0.1015
C -0.3273 1.8544 -0.0300  -0.2157
C -1.6515 -0.0194 -1.5667  -0.0988
C -0.5154 0.7344 1.9752  -0.2330
C 1.4630 -1.6769 -0.6172  -0.1572
C -0.2851 1.9734 -1.4197  -0.0347
C -0.6821 -0.2648 3.0617  -0.0562
C -1.5739 -0.1893 -0.2094  -0.0493
C 0.1657 1.9049 2.1497  -0.0618
C -0.8717 0.7120 0.5982  -0.1611
C 1.4677 -2.4073 -1.9685  -0.1614
H 0.7359 -3.2073 -2.1267  0.0600
H 0.7120 3.4819 0.8965  0.1502
H -0.3143 0.0487 4.0398  0.0755
H 0.1617 2.8452 -1.8843  0.1067
H -0.2335 -1.2327 2.8056  0.0745
H 1.4145 -1.7443 -2.8183  0.0514
H -1.9023 -1.1005 0.2880  0.1158
H 0.5122 2.3768 3.0565  0.1226
H 2.4864 -1.7596 -0.2234  0.0613
H 2.4071 -2.9704 -2.0389  0.0563
H -0.8018 0.9891 -3.2541  0.0987
H 0.8440 -2.0878 0.1734  0.0574
H 1.3555 -0.6011 -0.7466  0.0529
H -1.7312 -0.5313 3.2529  0.0776
H -2.1842 -0.7385 -2.1689  0.0968

Values from the calculation:
orbital gap: 8.73 eV
highest occupied orbital energy: -7.7909 eV

=====

b.
This record from the OMol25 dataset describes a cluster of 2 separate species, C11H15N in total. The level of theory is ωB97M-V with the def2-TZVPD basis set.

Each line ends with the Löwdin charge.
Geometry (Å):
N -0.7230 0.9182 -0.9405  0.0676
C -2.9468 -2.0512 -0.9060  -0.0296
C -0.5712 0.6192 0.3836  -0.2256
C 3.2123 0.8301 -2.0414  -0.1591
C -0.7225 -0.6376 2.9239  -0.0986
C -1.5962 -1.0707 1.9377  -0.0182
C -1.5218 -0.0659 -1.5222  -0.0633
C -1.9991 -0.8943 -0.5641  -0.2209
C 2.8782 0.9968 -0.5634  -0.1663
C 0.1776 1.1257 1.4700  -0.0424
C -1.3838 -0.4933 0.6863  -0.1442
C 0.0558 0.4915 2.6890  -0.1088
H -1.6799 -0.0253 -2.5890  0.1203
H 0.5918 2.1256 1.4251  0.1089
H 1.8047 1.0756 -0.4414  0.0097
H -0.4375 1.8066 -1.3120  0.1502
H 3.1381 0.1305 0.0523  0.0694
H -2.3529 -1.8376 2.0148  0.1047
H -2.2535 -2.7463 -1.3753  0.0817
H -0.6871 -1.2103 3.8392  0.0964
H 3.4037 1.7672 -0.0036  0.0662
H 0.6585 0.8392 3.5151  0.0980
H 3.6728 1.7530 -2.4127  0.0591
H -3.2447 -2.5098 0.0323  0.0557
H 4.0022 0.0967 -2.2064  0.0598
H 2.3542 0.6525 -2.6820  0.0549
H -3.8302 -1.6858 -1.4091  0.0743

Values from the calculation:
orbital gap: 8.76 eV
highest occupied orbital energy: -7.8357 eV

=====

c.
This record from the OMol25 dataset describes a cluster of 2 separate species, C11H15N in total. The level of theory is ωB97M-V with the def2-TZVPD basis set.

Each line ends with the Löwdin charge.
Geometry (Å):
N -0.9691 -2.4335 0.9035  0.0650
C 1.1047 -1.5887 0.6952  -0.1444
C -0.2631 -1.2521 0.8641  -0.2183
C 0.2771 1.0684 0.8978  -0.0858
C -0.6502 0.0556 1.0431  -0.0444
C -1.5873 4.3738 -1.9909  -0.1786
C 2.0464 -0.5773 0.5615  -0.0390
C 2.4226 -3.8083 0.6978  -0.0580
C 1.6409 0.7240 0.6355  -0.0947
C 1.1545 -3.0105 0.6143  -0.2350
C -0.1116 -3.5130 0.7200  -0.0405
C -2.4706 3.1924 -1.6443  -0.1661
H 2.1254 -4.8591 0.5859  0.0730
H 3.0151 -3.7567 1.6188  0.0809
H -0.7178 4.4320 -1.3454  0.0510
H -2.8362 2.6831 -2.5393  0.0601
H -1.9947 5.3906 -1.9134  0.0630
H -1.9766 -2.4083 0.9072  0.1496
H -1.2294 4.3756 -3.0240  0.0602
H -1.6780 0.2776 1.3244  0.1091
H -2.0132 2.3627 -1.1068  0.0471
H 3.1683 -3.6329 -0.0682  0.0673
H -3.3632 3.5804 -1.1501  0.0624
H 3.0829 -0.8388 0.3768  0.1126
H -0.4967 -4.5088 0.8405  0.1178
H 2.3167 1.5617 0.5307  0.0941
H 0.0032 2.1099 0.9653  0.0914

Values from the calculation:
orbital gap: 8.83 eV
highest occupied orbital energy: -7.8804 eV

=====

Stability, descending: a, c, b

=====

a.
This record from the OMol25 dataset describes a cluster of 15 separate species, H31O15 in total. The level of theory is ωB97M-V with the def2-TZVPD basis set.

Each line ends with the Löwdin charge.
Geometry (Å):
O -1.1268 -1.0085 -2.5396  -0.0443
O -2.8316 -1.5496 -0.5620  -0.0745
O -0.4987 -0.2796 -0.0173  -0.0598
O 2.5936 -0.7113 1.1846  -0.0237
O -1.2618 2.1423 -0.0175  0.0862
O -1.5646 -3.5334 0.4341  -0.0280
O -2.9061 1.1023 -1.7492  -0.0735
O 0.0581 -1.3964 3.7097  -0.0529
O 1.3772 1.9119 -0.3577  -0.0626
O 1.4123 -2.6820 0.2385  -0.0803
O -3.2021 0.4073 2.5857  -0.0861
O 3.6915 -2.4310 -1.2096  -0.0588
O 2.3935 1.9854 2.3582  -0.0963
O -0.1889 3.2683 -1.9413  -0.0784
O 2.3773 4.0033 -1.5320  -0.0511
H -2.0384 -3.1758 1.1844  0.0603
H 0.6134 -3.1703 -0.0236  0.0350
H -0.6883 -0.6503 -0.9646  0.0710
H 1.5200 1.0678 0.0750  0.0273
H 0.2541 -0.6927 0.4000  0.0266
H 3.0254 -3.0180 -1.5964  0.0368
H -2.4327 -0.2746 2.6127  0.0649
H -0.7492 2.8823 -0.6459  0.1169
H -2.5096 -1.2280 0.2683  0.0132
H -2.1362 1.9667 -0.4542  0.0870
H 0.7215 3.7025 -1.6785  0.0709
H 1.9576 -3.5007 0.2570  0.0775
H 1.2327 1.9037 -1.3074  0.0529
H 3.2838 -0.7859 1.8322  0.0719
H 2.0412 1.4445 1.6542  -0.0525
H -0.7289 1.2588 -0.0452  0.0671
H 2.9203 2.7218 1.7890  0.1223
H -0.6855 -1.8058 4.1334  0.0230
H -3.2600 0.1784 -1.7591  0.0534
H -2.2998 -2.3140 -0.8572  0.0446
H -3.7861 1.5916 -1.6869  0.1226
H 3.9033 -2.5512 -0.2909  0.0117
H 1.7120 -0.9542 1.3896  -0.0163
H -1.8933 -4.4320 0.3941  0.0762
H -2.8449 1.2876 2.3970  0.0311
H -0.9030 -0.2235 -3.0154  0.0555
H -2.1349 -1.1208 -2.4190  0.0856
H 2.7180 3.3333 -0.8396  0.1005
H -0.4709 4.0012 -2.5505  0.1274
H 0.6066 -2.1661 3.4216  0.0574
H 2.7288 3.4949 -2.2590  0.0620

Values from the calculation:
orbital gap: 10.42 eV
charge: +1
highest occupied orbital energy: -13.3509 eV

=====

b.
This record from the OMol25 dataset describes a structure of composition H31O15. The level of theory is ωB97M-V with the def2-TZVPD basis set.

Each line ends with the Löwdin charge.
Geometry (Å):
O -1.6696 3.1188 0.1092  -0.0658
O -3.1260 -2.1006 -1.1861  -0.0680
O 2.5291 -2.5891 -1.4059  -0.1700
O 1.6121 2.0622 -2.5252  -0.0670
O 0.9589 -0.3245 -1.8362  -0.0258
O -1.6043 -3.8639 2.2665  0.0680
O -0.6428 2.0373 3.3197  -0.1161
O -0.1750 0.5679 0.2695  -0.1968
O 0.8812 0.1683 3.7058  -0.0756
O 2.6322 -0.9122 0.6143  -0.0659
O -1.4687 -0.4693 -1.3073  0.0383
O -0.6973 -4.1057 -1.1973  -0.0965
O -2.9266 1.7059 2.5055  -0.0927
O -0.4090 3.6970 -2.5348  -0.0329
O 4.0236 1.1004 -1.1702  -0.0370
H -1.7316 -1.2912 -0.6878  0.1543
H 4.7382 0.8715 -0.5808  0.0456
H -1.0963 3.5141 -0.5363  -0.0155
H 1.2742 0.6147 4.4806  0.0646
H -0.6265 3.4789 -3.4433  0.0806
H 3.4568 -3.0587 -1.2632  0.1131
H -1.0362 -4.1408 2.9366  0.0221
H 0.8582 0.7188 0.2757  0.0929
H -3.6436 -1.9643 -1.8999  -0.0143
H -1.5260 0.2540 -0.7665  0.0029
H -2.6208 3.1572 -0.2441  0.1012
H -1.4231 -3.0896 1.9802  -0.0878
H 2.1147 -1.7257 0.5872  0.0542
H 0.2620 -4.3500 -1.2804  0.0591
H -0.2890 -0.5724 -1.6289  0.1307
H -0.7877 2.9211 -2.0362  0.0632
H -0.8330 2.9982 3.5204  0.0880
H 2.8774 -0.8633 1.5471  0.0760
H 1.0118 2.8267 -2.5793  -0.0023
H -3.1449 0.8642 2.8178  0.0001
H 3.3152 0.8176 -0.5918  -0.0093
H -0.5857 0.8450 1.3234  0.1846
H 0.7796 -0.7349 4.0407  0.0451
H -2.8068 -3.1522 -1.4314  0.1810
H 2.4017 2.5446 -2.1397  0.1014
H -1.1969 -4.8369 -0.7490  0.0657
H 2.8291 -1.6399 -1.0163  0.0544
H -3.3535 2.5301 2.9915  0.1328
H -1.0781 1.4625 3.9451  0.0231
H 0.9285 0.6535 -1.9614  0.0316
H 1.5913 -0.3929 -2.6303  0.1649

Values from the calculation:
orbital gap: 9.89 eV
charge: +1
highest occupied orbital energy: -12.5758 eV

=====

Stability, descending: a, b